The following is a DFT calculation (the ωB97M-V functional and the def2-TZVPD basis) of a cluster of 2 separate species, C3H11N4O2 in total.

Structure (ORCA input):
```
! wB97M-V def2-TZVPD RIJCOSX def2/J DEFGRID3
* xyz 1 1
C 1.135 1.588 -0.126
C -1.527 -0.686 -0.737
H 1.639 1.664 -1.088
H 1.703 2.162 0.608
H -2.966 -1.536 0.226
O -2.100 -1.721 -0.171
H 1.654 -2.200 1.101
O 2.858 -0.280 -1.039
H -0.539 0.359 1.432
N 1.917 -1.985 0.150
H -1.825 1.113 -1.643
H -0.077 -1.214 1.101
N -2.203 0.426 -1.012
C 2.039 -0.682 -0.258
H 0.130 1.997 -0.203
N 1.082 0.194 0.278
N -0.174 -0.271 0.712
H 2.671 -2.566 -0.191
H -3.074 0.647 -0.551
H -0.717 -0.956 -1.414
*
```

As for the largest force on an atom: 0.8 eV Å⁻¹. The total energy comes out at -490.14425 Ha. The calculation puts the relative energy (zero: lowest compared OMol25 entry of this formula, charge and spin) at 8.0 kcal/mol. The HOMO energy is -12.92 eV. The value obtained for the LUMO energy is -3.3 eV.